Record 1
Density functional theory data (the ωB97M-V functional and the def2-TZVPD basis) for an isolated ion of composition C4H8NO2 and charge +1 at a distorted geometry.

```
15
Properties=species:S:1:pos:R:3
O -2.865 -1.132 0.004
O -2.042 0.861 0.078
N -1.911 -0.473 -0.100
C 0.917 -0.297 -0.377
C 0.471 0.828 0.433
C -0.852 1.524 -0.180
C 1.320 -1.605 0.109
H 0.898 -0.363 -1.485
H 1.265 1.708 0.250
H 0.332 0.838 1.431
H -0.583 1.686 -1.179
H 1.635 -2.301 -0.690
H 1.946 -1.732 0.926
H 0.330 -1.993 0.615
H -0.859 2.452 0.167
```

Values from the calculation:
Charge: +1
E_tot: -361.96999 hartree
Max |F|: 0.1068 hartree/bohr
Energy relative to the best compared isomer or geometry (same formula, charge and spin): 639.3 kJ/mol
Kohn-Sham gap: 7.74 eV

Calculated atomic charges, method Mulliken, unit e: O -0.33; O -0.14; N 0.24; C 0.27; C -0.47; C -0.57; C -0.97; H 0.30; H 0.38; H 0.36; H 0.39; H 0.34; H 0.38; H 0.32; H 0.51

=====

Record 2
Density functional theory data (the ωB97M-V functional and the def2-TZVPD basis) for a 3-piece molecular cluster, C30H55BIN6O7P2S2 overall at a distorted geometry.

```
104
Properties=species:S:1:pos:R:3
I -6.153 -2.811 -1.997
S -2.853 -0.003 4.284
S 3.894 0.085 1.040
P 1.688 -1.586 2.377
P 0.679 -2.011 -2.318
O 0.580 -2.754 3.068
O 2.325 -2.544 -2.728
O 3.446 3.860 4.484
O 1.951 -4.282 -0.076
O 2.029 2.223 5.636
O -4.238 0.582 4.750
O -1.733 0.275 5.360
N -1.847 1.703 -5.203
N -2.824 -1.329 -4.361
N -2.304 -0.259 1.484
N -0.990 -1.490 -0.302
N 0.254 0.098 0.910
N 1.362 -0.101 3.378
C -2.329 0.772 2.633
C -3.210 -1.215 -6.547
C -0.253 3.538 1.704
C -2.208 3.401 -6.591
C 1.198 -1.080 0.589
C -3.622 -0.978 1.235
C 3.030 3.998 3.058
C -1.131 -0.461 0.801
C -1.026 -5.061 1.492
C 5.256 -1.168 1.341
C 0.601 1.438 0.350
C 4.253 1.224 4.847
C -2.263 -1.522 -5.596
C -4.120 -0.910 -4.513
C -0.701 -4.826 -0.119
C 1.723 4.992 2.857
C 2.658 -0.760 -0.081
C -4.260 -2.435 -0.882
C 3.187 2.494 4.980
C -1.514 3.886 -5.457
C -4.179 -0.874 -0.303
C 4.087 -0.090 5.544
C 6.775 -0.553 1.239
C 0.541 -0.215 -2.945
C 0.905 4.700 1.430
C -2.397 2.049 -6.409
C -4.386 -0.827 -5.862
C 0.416 -2.121 -0.390
C -1.301 2.816 -4.617
C -0.554 2.590 0.390
B 0.558 -3.751 -0.190
H -2.534 3.975 -7.449
H 5.164 -1.990 0.491
H 0.954 4.799 3.719
H -0.810 2.751 -3.655
H -4.741 -0.706 -3.651
H 4.473 -1.065 5.016
H -1.202 4.906 -5.273
H 3.955 4.476 2.502
H 2.030 6.137 2.932
H 2.829 -1.705 -2.945
H -1.639 -4.511 -0.746
H -1.843 0.772 -4.807
H -3.318 -2.684 -1.572
H -1.419 -1.235 -1.240
H 0.038 -5.218 2.008
H 7.315 -1.079 0.333
H 1.899 0.716 3.020
H 7.393 -0.808 2.209
H 1.630 0.254 -2.991
H 2.021 -4.881 0.734
H 3.530 -0.236 6.578
H 1.173 -3.284 3.710
H 2.856 2.912 2.652
H 2.608 -0.113 -1.076
H -2.356 -1.473 -3.476
H 5.207 1.348 4.154
H 1.684 4.399 0.610
H 0.165 2.892 2.617
H -1.575 -4.093 1.871
H 3.132 -1.820 -0.356
H -0.199 0.391 -2.268
H -3.069 -1.266 -7.619
H -1.226 4.095 2.038
H -3.488 -2.071 1.643
H -4.249 -3.241 -0.031
H 5.146 -1.745 2.367
H -3.432 -0.306 -1.007
H -5.325 -0.521 -6.304
H 0.356 5.686 1.093
H -5.266 -0.446 -0.391
H -3.075 1.657 2.361
H 1.031 1.430 -0.761
H -3.011 -1.395 4.041
H 1.564 -0.321 4.377
H 6.773 0.608 1.023
H -1.239 -1.860 -5.693
H -1.651 -6.046 1.611
H -0.364 3.291 -0.558
H -4.460 -0.479 1.924
H -2.877 1.306 -7.032
H 1.507 1.857 1.006
H 0.189 -0.278 -4.083
H -1.657 2.220 0.295
H -0.358 -5.881 -0.530
H -1.237 1.171 2.805
```

Values from the calculation:
Charge: +1
E_tot: -3832.15969 hartree
Max |F|: 0.1695 hartree/bohr
Kohn-Sham gap: 5.74 eV

Mulliken atomic charge list, values in e, 99 entries: I 0.07; S 0.85; S -0.03; P 0.07; P -0.33; O -0.49; O -0.52; O -0.37; O -0.65; O -0.50; O -0.59; O -0.52; N 0.29; N 0.24; N 0.94; N 1.04; N 1.77; N 0.14; C 0.05; C -0.75; C -0.49; C -0.77; C -0.55; C -1.21; C 0.22; C -2.31; C -0.53; C -0.14; C 0.28; C 0.05; C -0.31; C -0.42; C -0.34; C -0.71; C -0.62; C -0.83; C 0.39; C -0.43; C 0.11; C -0.64; C -0.81; C -0.62; C -0.63; C -0.06; C -0.68; C 1.02; C -0.52; C -0.42; B 0.31; H 0.40; H 0.28; H 0.30; H 0.24; H 0.48; H 0.22; H 0.41; H 0.28; H 0.36; H 0.34; H 0.16; H 0.26; H 0.07; H -0.64; H 0.14; H 0.29; H -0.38; H 0.26; H 0.54; H 0.29; H 0.30; H 0.37; H -0.29; H -0.11; H 0.14; H 0.33; H 0.26; H 0.15; H 0.04; H 0.54; H -0.05; H 0.47; H 0.34; H 0.40; H 0.47; H 0.24; H -0.04; H 0.40; H 0.39; H 0.64; H 0.50; H -0.10; H 0.20; H 0.28; H 0.23; H 0.36; H 0.38; H 0.29; H 0.38; H 0.27

=====

Record 3
Density functional theory data (the ωB97M-V functional and the def2-TZVPD basis) for C17H38Cl6MnO9P as an isolated structure at a distorted geometry.

```
72
Properties=species:S:1:pos:R:3
Mn 2.141 -3.856 1.118
Cl -6.567 2.359 3.881
Cl -1.440 -7.452 0.497
Cl -2.868 0.908 3.237
Cl -5.381 -3.125 -2.510
Cl -6.015 -0.238 -0.897
Cl -2.153 -9.050 3.192
P 1.579 -3.692 -2.394
O 2.524 8.648 -0.966
O 0.105 -3.421 1.092
O 2.647 -3.725 -3.548
O 1.385 -1.694 0.964
O 3.782 2.584 0.698
O 0.950 -2.219 -2.512
O 0.423 -4.589 -3.006
O 2.860 6.036 0.585
O 2.096 -4.027 -1.029
C -4.164 1.136 4.425
C 3.301 1.303 0.383
C -1.026 -1.311 1.073
C 3.511 7.293 0.784
C -4.827 2.499 4.220
C 1.459 7.845 -1.499
C -5.048 -0.472 -2.361
C -0.719 -4.977 -2.210
C -1.838 -7.300 3.219
C 2.912 3.661 0.558
C 0.204 -2.166 0.984
C 3.572 4.955 1.066
C 2.619 8.477 0.441
C 2.403 -4.080 -4.916
C -0.887 -6.913 2.098
C -4.244 -1.757 -2.389
C 1.658 -1.008 -2.199
H 2.727 3.939 -0.490
H -0.794 -4.315 -1.343
H 4.373 7.239 0.109
H 3.210 9.332 0.787
H 2.860 -5.022 -5.209
H -4.326 3.148 3.504
H -1.862 -1.783 0.562
H 1.942 3.500 1.038
H 1.341 -4.148 -5.140
H 0.731 8.523 -1.947
H -3.503 -1.818 -1.598
H 0.984 7.167 -0.791
H 3.833 7.356 1.831
H 1.232 -0.597 -1.284
H 2.980 1.320 -0.666
H 3.658 4.824 2.156
H -3.847 1.100 5.468
H 4.618 4.998 0.730
H -4.789 0.253 4.335
H -4.751 3.113 5.119
H -1.587 -4.945 -2.859
H -5.597 -0.337 -3.290
H -3.765 -1.761 -3.368
H 2.422 1.000 0.959
H -2.789 -6.782 3.136
H 2.704 -1.187 -1.952
H 0.077 -7.381 2.298
H -4.353 0.370 -2.312
H -1.360 -1.133 2.096
H 2.814 -3.259 -5.500
H -0.750 -5.830 2.122
H 4.108 0.583 0.488
H -1.349 -7.116 4.174
H -0.765 -0.317 0.709
H 1.836 7.149 -2.255
H 1.509 -0.281 -2.991
H 1.743 8.418 1.092
H -0.470 -5.955 -1.798
```

Values from the calculation:
Spin multiplicity: 6
Charge: +1
E_tot: -5601.00318 hartree
Max |F|: 0.0586 hartree/bohr
Kohn-Sham gap (spin up / spin down): 5.51 / 5.52 eV

Calculated atomic charges, method Mulliken, unit e: Mn 1.08; Cl -0.19; Cl -0.18; Cl -0.20; Cl -0.18; Cl -0.17; Cl -0.17; P 0.77; O -0.38; O -0.46; O -0.34; O -0.77; O -0.36; O -0.22; O -0.31; O -0.23; O -0.40; C -0.41; C -0.61; C -0.98; C -0.47; C -0.39; C -0.63; C -0.49; C -0.34; C -0.47; C -0.47; C 1.10; C -0.59; C -0.57; C -0.62; C -0.17; C -0.05; C -0.69; H 0.29; H 0.06; H 0.36; H 0.37; H 0.26; H 0.31; H 0.20; H 0.29; H 0.29; H 0.27; H 0.00; H 0.27; H 0.36; H 0.09; H 0.28; H 0.28; H 0.30; H 0.34; H 0.32; H 0.27; H 0.30; H 0.37; H 0.25; H 0.30; H 0.32; H 0.40; H 0.29; H 0.29; H 0.27; H 0.29; H 0.05; H 0.29; H 0.30; H 0.41; H 0.26; H 0.39; H 0.34; H 0.20

=====

Record 4
Density functional theory data (the ωB97M-V functional and the def2-TZVPD basis) for the molecule C17H22N4O5.

```
48
Properties=species:S:1:pos:R:3
O -4.970 0.854 -2.745
O -2.850 0.308 -3.276
O -2.033 0.783 0.560
O 1.681 -2.723 -1.811
O 2.550 2.082 0.713
N -1.854 2.019 -1.332
N 3.691 1.162 4.619
N 0.640 0.881 0.995
N 1.102 0.800 3.681
C 1.875 -3.844 -2.641
C 3.062 0.503 6.868
C -1.342 1.280 -0.308
C 0.165 1.077 -0.358
C 3.373 1.393 3.351
C -3.630 0.969 -2.650
C 2.076 1.226 2.883
C -5.341 -2.585 -2.604
C 1.421 0.581 4.948
C 1.777 1.461 1.425
C 2.217 -1.543 -2.376
C -5.376 -1.488 -3.083
C 1.943 -0.380 -1.447
C 0.451 -0.130 -1.266
C 2.716 0.761 5.435
C -5.426 -0.155 -3.671
C -3.267 2.000 -1.600
H -0.020 0.045 -2.239
H 1.757 -1.367 -3.360
H -6.450 0.131 -3.901
H 2.408 -0.584 -0.481
H 1.385 -3.709 -3.613
H 1.439 -4.703 -2.136
H 2.941 -4.030 -2.816
H 0.628 0.243 5.607
H -0.030 -1.009 -0.834
H 3.807 -0.291 6.934
H 4.151 1.723 2.675
H -1.231 2.302 -2.069
H -5.304 -3.557 -2.175
H -4.819 -0.116 -4.574
H -3.786 1.765 -0.672
H -3.619 2.972 -1.948
H 0.007 0.476 1.672
H 2.429 0.513 -1.848
H 3.297 -1.665 -2.536
H 2.186 0.215 7.446
H 3.503 1.397 7.310
H 0.671 1.962 -0.750
```

Values from the calculation:
E_tot: -1256.20118 hartree
Max |F|: 0.0117 hartree/bohr
Energy relative to the best compared isomer or geometry (same formula, charge and spin): 192.4 kJ/mol
SMILES: C#CCOC(=O)CNC(=O)[C@H](CCCOC)NC(=O)c1cnc(C)cn1
Kohn-Sham gap: 9.78 eV

Calculated atomic charges, method Mulliken, unit e: O -0.34; O -0.55; O -0.69; O -0.28; O -0.69; N -0.14; N -0.60; N -0.15; N -0.46; C -0.75; C -1.13; C 0.28; C -0.07; C -0.24; C 0.75; C 0.66; C 0.12; C -0.31; C 0.08; C -0.77; C -0.35; C -0.48; C -0.68; C 0.73; C -0.54; C -0.88; H 0.29; H 0.38; H 0.30; H 0.23; H 0.31; H 0.24; H 0.29; H 0.34; H 0.26; H 0.29; H 0.48; H 0.29; H 0.41; H 0.31; H 0.32; H 0.40; H 0.37; H 0.36; H 0.47; H 0.33; H 0.29; H 0.55

=====

Record 5
Density functional theory data (the ωB97M-V functional and the def2-TZVPD basis) for the molecule C5H14N2 at a distorted geometry.

```
21
Properties=species:S:1:pos:R:3
N -0.535 -0.142 -1.180
N 0.238 -1.283 1.096
C 1.323 -2.019 1.717
C -1.932 -0.149 -1.651
C -0.287 0.811 -0.096
C 0.373 2.085 -0.635
C 0.471 0.161 1.076
H 0.251 0.566 2.068
H 1.510 -1.742 2.761
H 0.990 -3.058 1.733
H 0.385 2.858 0.129
H -2.486 -0.983 -1.216
H -1.254 1.128 0.303
H 0.046 0.032 -1.979
H 0.114 -1.542 0.129
H 2.303 -1.873 1.247
H 1.549 0.403 0.990
H -0.052 2.309 -1.610
H -2.439 0.743 -1.280
H 1.427 1.874 -0.869
H -1.994 -0.179 -2.734
```

Values from the calculation:
E_tot: -308.37646 hartree
Max |F|: 0.0299 hartree/bohr
Energy relative to the best compared isomer or geometry (same formula, charge and spin): 122.4 kJ/mol
SMILES: CNC[C@@H](C)NC
Kohn-Sham gap: 9.46 eV

Calculated atomic charges, method Mulliken, unit e: N -0.42; N -0.36; C -0.96; C -0.90; C 0.72; C -1.61; C -0.94; H 0.30; H 0.31; H 0.34; H 0.38; H 0.28; H 0.26; H 0.25; H 0.30; H 0.33; H 0.28; H 0.40; H 0.29; H 0.41; H 0.34